Entry 1:
{"formula": "CH3OPS", "method": "wB97M-V/def2-TZVPD", "lumo_ev": [-0.7, -0.6], "orbital_gap_ev": [7.33, 7.34], "homo_ev": [-8.060, -7.915], "symbols": ["S", "P", "O", "C", "H", "H", "H"], "coordinates": [[-2.178, 1.465, -1.358], [0.996, 0.142, 1.237], [1.017, -1.479, 1.532], [-0.686, 1.063, -1.490], [-0.165, 0.516, -2.356], [-0.402, 0.231, 1.563], [1.418, -1.938, 0.872]], "forces_ev_per_a": [[0.0, 0.1, 0.1], [-0.8, 0.1, 0.0], [-1.8, 1.8, 2.7], [0.8, -1.1, -1.2], [-0.6, 0.9, 1.3], [0.4, 0.4, 0.0], [2.1, -2.2, -2.9]]}

Entry 2:
{"formula": "CH3OPS", "method": "wB97M-V/def2-TZVPD", "lumo_ev": [-3.3, -3.3], "orbital_gap_ev": [6.13, 6.10], "homo_ev": [-9.465, -9.430], "symbols": ["S", "P", "O", "C", "H", "H", "H"], "coordinates": [[2.165, 0.368, 0.006], [-0.931, 1.551, 0.137], [-1.155, -1.107, 0.263], [-0.964, -0.151, -0.460], [-1.467, 1.062, 1.299], [1.841, 0.457, -1.299], [-1.095, -0.323, -1.616]], "forces_ev_per_a": [[-2.0, 0.9, 0.1], [2.3, 0.3, -0.7], [0.3, 0.7, -0.4], [-1.5, -2.2, -1.8], [0.0, -0.1, 1.3], [0.2, 0.0, 0.1], [0.8, 0.5, 1.5]]}

| no. | molar mass (g mol⁻¹) |
| --- | --- |
| 1 | 94.07 |
| 2 | 94.07 |